1.
Below is the molecule C5H6O2, with properties calculated with wB97M-V/def2-TZVPD.

Geometry as XYZ:
```
13
Properties=species:S:1:pos:R:3:nbo_charge:R:1
O 2.629 0.273 2.780 -0.5173
C 1.914 0.089 1.823 0.4075
C 0.633 0.798 1.599 -0.3990
C 0.023 0.628 0.446 0.1487
C -0.300 0.587 -0.817 -0.3033
C -1.324 -0.182 -1.625 -0.0822
O -1.725 -1.427 -1.114 -0.6971
H 2.202 -0.596 0.998 0.1143
H 0.313 1.531 2.335 0.2429
H 0.328 1.271 -1.384 0.2408
H -2.187 0.478 -1.815 0.1794
H -0.878 -0.386 -2.603 0.1956
H -2.281 -1.286 -0.340 0.4696
```

## Properties
net charge: 0
E_LUMO: 0.2 eV
total energy: -344.514964 Eh
SMILES: O=CC=C=CCO
energy relative to the best compared isomer or geometry (same formula, charge and spin): 228.3 kJ/mol
gap between HOMO and LUMO: 9.97 eV

2.
Below is the molecule C5H6O2 at a distorted geometry, with properties calculated with wB97M-V/def2-TZVPD.

Geometry as XYZ:
```
13
Properties=species:S:1:pos:R:3:nbo_charge:R:1
C 0.858 -1.199 0.141 0.1616
C 0.608 -0.827 -1.119 -0.3431
C -0.602 0.136 -1.071 0.0167
O -0.944 1.515 -1.279 -0.4314
C -0.220 1.167 -0.087 0.0128
C -0.447 0.560 1.301 -0.0765
O 0.555 -0.552 1.286 -0.5037
H 1.588 -1.960 0.376 0.1981
H 0.948 -1.383 -1.988 0.2258
H -1.516 -0.432 -0.780 0.1703
H 0.797 1.543 -0.228 0.1796
H -0.146 1.178 2.108 0.1989
H -1.478 0.253 1.341 0.1910
```

## Properties
net charge: 0
E_LUMO: 0.9 eV
total energy: -344.437901 Eh
SMILES: C1=C[C@@H]2O[C@H]2CO1
energy relative to the best compared isomer or geometry (same formula, charge and spin): 430.6 kJ/mol
gap between HOMO and LUMO: 9.86 eV

3.
Below is the molecule C5H6O2 at a distorted geometry, with properties calculated with wB97M-V/def2-TZVPD.

Geometry as XYZ:
```
13
Properties=species:S:1:pos:R:3:nbo_charge:R:1
C 2.119 0.455 -0.435 -0.2842
O 0.987 1.174 0.110 -0.4634
C -0.046 0.335 0.125 0.5626
C -0.482 -0.896 -0.284 -0.4255
C -1.843 -0.874 0.112 -0.3054
C -2.035 0.292 0.797 0.0633
O -1.049 1.175 0.601 -0.4052
H 3.118 1.043 -0.595 0.2142
H 2.503 -0.321 0.397 0.1778
H 1.887 -0.085 -1.321 0.1841
H 0.328 -1.562 -0.728 0.2507
H -2.686 -1.645 0.222 0.2406
H -2.801 0.910 0.998 0.1905
```

## Properties
net charge: 0
E_LUMO: 0.9 eV
total energy: -344.488156 Eh
SMILES: COc1ccco1
energy relative to the best compared isomer or geometry (same formula, charge and spin): 298.7 kJ/mol
gap between HOMO and LUMO: 8.96 eV

4.
Below is the molecule C5H6O2, with properties calculated with wB97M-V/def2-TZVPD.

Geometry as XYZ:
```
13
Properties=species:S:1:pos:R:3:nbo_charge:R:1
C -0.170 0.095 1.716 -0.2924
C -0.379 0.244 0.411 -0.1245
C -0.386 1.593 -0.202 0.3967
O -0.668 1.771 -1.368 -0.5217
C -0.432 -0.909 -0.550 -0.5414
C 0.994 -0.914 -1.082 0.4490
O 1.846 -1.671 -0.694 -0.5136
H -0.252 -0.877 2.191 0.2107
H 0.114 0.931 2.348 0.2049
H -0.125 2.445 0.456 0.1242
H -1.140 -0.736 -1.366 0.2492
H -0.618 -1.861 -0.046 0.2357
H 1.216 -0.111 -1.814 0.1231
```

## Properties
net charge: 0
E_LUMO: -0.2 eV
total energy: -344.554208 Eh
SMILES: C=C(C=O)CC=O
energy relative to the best compared isomer or geometry (same formula, charge and spin): 125.2 kJ/mol
gap between HOMO and LUMO: 9.61 eV

5.
Below is the molecule C5H6O2, with properties calculated with wB97M-V/def2-TZVPD.

Geometry as XYZ:
```
13
Properties=species:S:1:pos:R:3:nbo_charge:R:1
O 2.370 0.657 -0.640 -0.5141
C 1.493 -0.176 -0.644 0.4492
C 0.120 0.100 -0.130 -0.3174
C -0.272 1.538 -0.244 0.4509
O -1.387 1.949 -0.025 -0.5290
C -0.398 -0.585 1.134 -0.3525
C -0.944 -0.977 -0.184 -0.3829
H 1.659 -1.167 -1.110 0.1166
H 0.564 2.206 -0.525 0.1455
H -1.009 0.063 1.757 0.2419
H 0.279 -1.251 1.661 0.2250
H -1.952 -0.671 -0.448 0.2448
H -0.632 -1.938 -0.590 0.2220
```

## Properties
net charge: 0
E_LUMO: 0.6 eV
total energy: -344.551574 Eh
SMILES: O=CC1(C=O)CC1
energy relative to the best compared isomer or geometry (same formula, charge and spin): 132.2 kJ/mol
gap between HOMO and LUMO: 10.49 eV

6.
Below is a cluster of 2 separate species, C5H6O2 in total at a distorted geometry, with properties calculated with wB97M-V/def2-TZVPD.

Geometry as XYZ:
```
13
Properties=species:S:1:pos:R:3:nbo_charge:R:1
C -1.377 -0.882 -0.003 -0.6407
C -0.539 0.263 0.575 -0.1802
C 0.400 1.052 -0.209 -0.2395
C -0.601 1.841 -0.017 -0.1782
H -1.244 -0.997 -1.086 0.2056
H -2.425 -0.660 0.205 0.2145
H -1.157 -1.866 0.444 0.2186
H -0.330 0.108 1.646 0.1895
H 1.388 0.873 -0.611 0.1808
H -0.978 2.859 -0.216 0.2344
O 1.409 -1.290 0.389 -0.5033
C 2.263 -0.823 -0.249 1.0110
O 3.190 -0.479 -0.867 -0.5125
```

## Properties
net charge: 0
E_LUMO: 0.7 eV
total energy: -344.497404 Eh
SMILES: CC1C=C1.O=C=O
energy relative to the best compared isomer or geometry (same formula, charge and spin): 274.4 kJ/mol
gap between HOMO and LUMO: 10.30 eV